No. 1
The following is a DFT calculation (ωB97M-V with the def2-TZVPD basis set) of the molecule C6H10.

CARTESIAN COORDINATES (ANGSTROEM)
C 0.84 -1.89 -1.44
C 1.07 -0.59 -1.24
C 0.21 0.21 -0.28
C 0.15 1.68 -0.58
C -0.42 -0.37 0.74
C -1.10 0.25 1.93
H 0.14 -2.49 -0.87
H 1.21 -2.47 -2.29
H 1.97 -0.20 -1.70
H -0.09 1.81 -1.64
H -0.65 2.23 -0.06
H 0.99 2.27 -0.23
H -0.46 -1.45 0.82
H -0.32 0.73 2.52
H -2.03 0.79 1.73
H -1.51 -0.52 2.60

## Properties
Highest occupied orbital energy, eV: -8.401
Energy, Eh: -234.54433
Frontier orbital gap, eV: 9.5
Relative energy (zero: lowest compared OMol25 entry of this formula, charge and spin), eV: 1.583
Net charge: 0

No. 2
The following is a DFT calculation (ωB97M-V with the def2-TZVPD basis set) of the molecule C6H10.

CARTESIAN COORDINATES (ANGSTROEM)
C 0.24 -0.67 1.85
C 0.60 -1.54 0.91
C -0.25 -1.67 -0.32
C -0.15 -0.33 -1.04
C 0.28 0.81 -0.49
C -0.25 2.15 -0.84
H 0.92 -0.27 2.60
H -0.76 -0.23 1.84
H 1.61 -1.93 0.86
H -1.31 -1.80 -0.05
H 0.00 -2.53 -0.95
H -0.62 -0.28 -2.02
H 0.97 0.80 0.35
H 0.48 2.95 -0.75
H -0.71 2.16 -1.83
H -1.05 2.37 -0.11

## Properties
Highest occupied orbital energy, eV: -8.719
Energy, Eh: -234.53987
Frontier orbital gap, eV: 9.9
Relative energy (zero: lowest compared OMol25 entry of this formula, charge and spin), eV: 1.705
Net charge: 0

No. 3
The following is a DFT calculation (ωB97M-V with the def2-TZVPD basis set) of the molecule C6H10.

CARTESIAN COORDINATES (ANGSTROEM)
C -0.38 1.52 -1.48
C -0.12 0.23 -1.38
C -0.33 -0.65 -0.30
C -0.49 -1.99 -0.40
C -0.39 -0.09 1.05
C 1.00 0.46 1.39
H -0.17 2.08 -2.39
H -0.67 2.11 -0.54
H 0.47 -0.25 -2.31
H -0.36 -2.56 -1.29
H -0.74 -2.61 0.46
H -0.82 -0.89 1.78
H -1.17 0.72 1.17
H 1.17 1.05 2.33
H 1.32 1.22 0.59
H 1.68 -0.36 1.33

## Properties
Highest occupied orbital energy, eV: -8.773
Energy, Eh: -234.53918
Frontier orbital gap, eV: 9.6
Relative energy (zero: lowest compared OMol25 entry of this formula, charge and spin), eV: 1.723
Net charge: 0

No. 4
The following is a DFT calculation (ωB97M-V with the def2-TZVPD basis set) of a cluster of 3 separate species, C6H10 in total.

CARTESIAN COORDINATES (ANGSTROEM)
C -1.98 0.04 0.40
C -0.17 1.19 -0.43
C 1.06 1.23 0.09
C 1.52 -0.12 0.60
C 0.35 -1.09 0.32
C -0.76 -0.12 -0.13
H -2.17 -0.52 1.30
H -2.69 0.81 0.10
H -0.79 2.02 -0.74
H 0.28 -0.51 -2.51
H 1.61 2.14 0.30
H 1.70 -0.04 1.68
H 2.45 -0.45 0.13
H 0.11 -1.70 1.20
H 0.61 -1.82 -0.45
H -1.14 -1.06 -1.85

## Properties
Highest occupied orbital energy (alpha / beta), eV: -8.243 / -8.383
Energy, Eh: -234.36884
Frontier orbital gap (alpha / beta), eV: 8.1 / 8.1
Relative energy (zero: lowest compared OMol25 entry of this formula, charge and spin), eV: 6.359
Net charge: 0

No. 5
The following is a DFT calculation (ωB97M-V with the def2-TZVPD basis set) of the molecule C6H10.

CARTESIAN COORDINATES (ANGSTROEM)
C 2.66 0.28 0.20
C 1.84 -0.94 -0.24
C 0.42 -0.81 0.07
C -0.75 -0.67 0.33
C -2.16 -0.28 0.47
C -2.37 0.95 -0.42
H 2.32 1.19 -0.32
H 2.55 0.45 1.27
H 3.72 0.14 -0.02
H 1.96 -1.09 -1.32
H 2.24 -1.84 0.24
H -2.39 -0.05 1.51
H -2.83 -1.09 0.17
H -2.14 0.70 -1.45
H -3.40 1.34 -0.35
H -1.66 1.73 -0.13

## Properties
Highest occupied orbital energy, eV: -9.347
Energy, Eh: -234.55512
Frontier orbital gap, eV: 10.4
Relative energy (zero: lowest compared OMol25 entry of this formula, charge and spin), eV: 1.290
Net charge: 0

No. 6
The following is a DFT calculation (ωB97M-V with the def2-TZVPD basis set) of a structure of composition C6H10.

CARTESIAN COORDINATES (ANGSTROEM)
C -1.13 -0.64 1.15
C -0.45 -0.69 -0.19
C -0.94 0.46 -1.01
C 0.30 0.79 -1.57
C 1.62 0.28 1.00
C 1.05 -0.31 -0.13
H -2.17 -0.97 1.07
H -0.59 -1.30 1.84
H -1.14 0.37 1.59
H -0.63 -1.66 -0.67
H -0.20 0.12 -2.40
H -1.63 1.30 -0.85
H 0.49 1.83 -1.84
H 0.99 0.75 1.74
H 2.68 0.54 0.99
H 1.77 -0.87 -0.74

## Properties
Highest occupied orbital energy (alpha / beta), eV: -6.925 / -7.338
Energy, Eh: -234.37601
Frontier orbital gap (alpha / beta), eV: 6.9 / 8.0
Relative energy (zero: lowest compared OMol25 entry of this formula, charge and spin), eV: 6.163
Net charge: 0